[1]
C17H24F2NO7 | the ωB97M-V functional and the def2-TZVPD basis

```
51
Properties=species:S:1:pos:R:3:forces:R:3:mulliken_charge:R:1
C 0.959 1.386 0.721 -0.867 -0.569 -0.575 -1.733
C 0.013 0.163 0.848 0.230 0.854 0.815 1.236
C -0.493 0.109 2.315 -0.502 -0.202 -0.946 -1.564
C 0.700 -1.133 0.411 -0.191 -0.074 -0.651 0.680
C 1.404 -1.060 -0.976 -0.348 -0.340 0.202 -1.483
C -0.201 -2.367 0.451 0.864 -0.534 0.338 -1.240
O -1.123 -2.463 -0.672 -0.264 0.334 0.598 -0.463
C -2.230 -1.703 -0.554 0.852 0.094 -0.829 0.568
C -2.543 -0.850 -1.603 0.123 -0.078 -0.581 0.188
C -3.642 -0.030 -1.537 0.461 -0.047 -0.491 -0.647
C -4.402 -0.073 -0.412 -1.277 1.013 0.003 -0.460
N -4.109 -0.905 0.579 -0.005 -0.157 0.509 0.072
C -3.049 -1.715 0.540 0.448 -0.714 0.451 -0.566
H 1.856 1.278 1.327 -0.003 0.093 -0.021 0.247
H 0.373 2.255 1.021 0.352 0.131 0.173 0.496
H 1.194 1.522 -0.337 0.386 0.141 0.178 0.447
H -0.860 0.428 0.236 0.151 -0.323 -0.271 -0.256
H -1.523 -0.278 2.360 0.189 -0.234 0.090 0.249
H 0.159 -0.503 2.934 -0.057 0.216 0.191 0.333
H -0.561 1.129 2.684 0.188 -0.133 0.301 0.468
H 1.495 -1.324 1.142 -0.226 -0.042 0.153 0.722
H 2.482 -1.130 -0.845 -0.004 0.415 -0.183 0.266
H 1.139 -1.903 -1.617 -0.069 -0.020 0.160 0.198
H 1.117 -0.165 -1.527 0.270 0.019 0.022 0.333
H -0.720 -2.497 1.405 -0.150 0.222 -0.103 0.401
H 0.448 -3.240 0.365 -0.216 -0.060 -0.228 0.439
H -1.912 -0.824 -2.480 0.114 -0.075 0.079 0.433
H -3.865 0.650 -2.344 -0.156 0.038 0.061 0.455
H -5.258 0.582 -0.314 -0.035 -0.203 0.318 0.397
H -4.686 -0.911 1.413 -0.027 0.017 -0.088 0.313
H -2.808 -2.378 1.357 -0.466 0.169 0.247 0.527
C 0.223 -2.216 -4.303 0.133 -0.432 0.366 -0.017
C -0.037 -2.236 -5.788 -0.264 0.342 -0.107 0.254
O 0.762 -1.168 -6.252 0.209 -0.390 0.233 -0.315
C 1.815 -1.056 -5.386 0.336 0.299 -0.027 0.595
O 2.804 -0.451 -5.602 -0.095 0.019 0.060 -0.472
O 1.565 -1.745 -4.232 -0.212 0.033 -0.347 -0.332
F -1.339 -1.971 -6.066 0.021 -0.013 -0.025 -0.280
H -0.433 -1.517 -3.783 -0.092 0.073 -0.188 -0.160
H 0.130 -3.198 -3.842 0.179 0.021 0.033 0.393
H 0.260 -3.160 -6.287 -0.145 -0.004 -0.055 0.290
C 3.027 4.052 5.199 0.085 0.149 0.419 -0.473
C 2.325 4.433 3.920 0.391 0.061 -0.265 0.308
O 2.105 3.172 3.305 -0.316 0.029 0.383 -0.223
C 2.000 2.258 4.312 0.104 -0.327 0.172 0.571
O 1.561 1.162 4.184 0.191 0.172 -0.043 -0.436
O 2.456 2.768 5.479 -0.083 0.113 -0.295 -0.345
F 3.114 5.183 3.118 -0.088 -0.031 -0.047 -0.266
H 4.104 3.948 5.061 -0.029 0.038 -0.187 0.286
H 2.839 4.750 6.010 -0.127 -0.180 0.093 0.279
H 1.369 4.939 4.063 0.036 0.075 -0.094 0.287
```
Positions in Å, forces in eV/Å.

Computed properties:
Lowest unoccupied orbital energy ... -4.417 eV
Energy ... -1443.1147 Ha
Net charge ... +1
Largest force on an atom ... 0.032 hartree/bohr
Kohn-Sham gap ... 8.96 eV
2S+1 ... 1

---

[2]
C36H63ClMoN4O5S3Si | the ωB97M-V functional and the def2-TZVPD basis

```
114
Properties=species:S:1:pos:R:3:forces:R:3:mulliken_charge:R:1
Mo 0.221 -0.335 -0.396 -0.554 0.530 0.519 -3.289
C -2.552 0.114 -4.821 0.060 -0.080 0.019 -0.312
S -0.870 -0.478 -5.145 0.038 0.167 0.096 -0.114
C -0.227 -0.451 -3.497 -0.124 -0.168 -0.054 -0.286
S -1.065 -1.277 -2.238 0.069 -0.021 0.074 0.460
N 0.924 0.116 -3.333 -0.029 -0.048 0.100 -1.836
N 1.370 -0.021 -2.039 0.027 0.260 -0.166 2.486
C 2.663 0.192 -1.871 -0.054 -0.124 0.054 -1.418
C 3.219 -0.140 -0.607 -0.202 0.024 -0.042 0.654
C 4.581 -0.024 -0.319 0.192 0.049 -0.022 -0.995
C 5.046 -0.468 0.894 0.063 -0.039 0.031 -0.913
C 4.139 -1.003 1.810 0.061 -0.022 0.006 -0.923
C 2.805 -1.068 1.471 -0.084 0.074 -0.117 -0.492
N 2.338 -0.658 0.285 0.280 0.032 0.032 1.947
H -2.993 0.320 -5.796 -0.006 -0.024 0.006 0.403
H -2.514 1.035 -4.244 -0.021 0.002 -0.024 0.243
H -3.139 -0.638 -4.301 0.010 0.047 -0.010 -0.195
H 3.252 0.526 -2.713 0.043 -0.001 -0.023 0.461
H 5.240 0.408 -1.062 -0.004 -0.024 0.039 0.509
H 6.098 -0.399 1.139 -0.024 0.002 -0.012 0.470
H 4.461 -1.366 2.777 -0.006 0.010 -0.032 0.479
H 2.078 -1.482 2.157 -0.030 0.023 -0.016 0.208
C 3.012 -3.377 -0.836 0.015 -0.006 -0.127 -1.243
N 1.696 -3.062 -1.369 0.037 -0.179 -0.075 1.311
C 1.689 -3.191 -2.816 0.076 -0.113 -0.039 -1.344
C 0.694 -3.917 -0.748 -0.083 -0.035 0.039 -1.934
C 0.260 -3.388 0.597 -0.127 -0.308 0.030 1.550
C 0.114 -4.267 1.666 0.090 0.020 0.119 -0.559
C -0.277 -3.821 2.925 0.006 0.100 -0.073 -1.164
C -0.529 -2.468 3.126 0.046 -0.095 -0.077 -0.715
C -0.403 -1.587 2.058 -0.124 -0.166 -0.091 -1.171
C -0.041 -2.040 0.779 0.055 0.175 0.025 2.613
H 3.350 -4.377 -1.159 -0.021 0.023 0.021 0.370
H 2.992 -3.364 0.253 -0.018 -0.001 -0.017 0.292
H 3.745 -2.644 -1.181 -0.013 -0.076 0.006 0.301
H 1.989 -4.202 -3.140 -0.012 0.049 -0.009 0.394
H 2.386 -2.472 -3.252 0.024 -0.019 -0.014 0.270
H 0.689 -2.985 -3.202 0.135 -0.062 0.030 0.244
H 1.088 -4.939 -0.623 -0.124 -0.006 -0.046 0.226
H -0.188 -3.995 -1.391 0.044 0.071 -0.011 0.425
H 0.334 -5.319 1.513 -0.023 0.023 0.009 0.445
H -0.369 -4.524 3.745 -0.003 0.026 -0.030 0.402
H -0.816 -2.097 4.103 0.005 -0.013 -0.014 0.445
H -0.587 -0.531 2.234 -0.053 0.033 0.015 0.113
Cl -3.009 -0.077 0.706 0.117 0.046 -0.118 -0.269
C -1.764 0.731 -0.351 0.069 -0.219 -0.009 2.035
H -1.629 1.708 0.083 0.045 0.143 0.146 -2.359
H -2.262 0.848 -1.304 -0.008 -0.012 -0.120 0.743
C 3.708 2.495 2.056 -0.049 -0.015 -0.057 -1.033
C 2.486 2.902 2.872 0.042 0.008 -0.137 1.695
C 2.831 4.024 3.837 0.089 0.060 0.088 -2.036
C 1.915 1.707 3.632 -0.091 -0.010 -0.056 -1.275
O 1.498 3.447 1.990 -0.058 -0.106 0.192 0.423
Si 0.801 2.866 0.631 0.124 -0.022 -0.170 -2.568
O 0.623 1.256 0.690 -0.067 0.108 0.006 3.339
O -0.576 3.727 0.459 0.073 -0.034 -0.085 0.003
C -1.511 4.265 1.409 -0.024 -0.115 0.066 1.588
C -0.978 5.595 1.929 0.070 -0.005 -0.021 -1.676
C -2.805 4.474 0.636 -0.086 0.003 -0.030 -1.659
C -1.736 3.283 2.556 0.068 -0.011 -0.018 -1.148
O 1.714 3.103 -0.708 -0.085 -0.051 -0.002 0.292
C 1.954 4.269 -1.507 -0.051 0.003 0.085 1.736
C 0.766 4.488 -2.436 -0.044 -0.077 0.006 -1.429
C 3.203 3.955 -2.316 0.099 -0.012 -0.011 -1.650
C 2.183 5.480 -0.610 -0.020 0.009 0.072 -1.303
H 4.481 2.069 2.701 -0.018 0.023 -0.024 0.619
H 4.121 3.363 1.536 -0.023 -0.040 0.023 0.255
H 3.431 1.749 1.307 0.021 0.108 0.105 -0.172
H 3.601 3.697 4.539 -0.029 0.034 -0.005 0.408
H 1.945 4.320 4.403 0.040 -0.010 -0.035 0.358
H 3.200 4.894 3.289 -0.019 -0.053 0.026 0.360
H 2.684 1.264 4.270 -0.036 0.026 -0.011 0.493
H 1.551 0.948 2.936 0.051 0.059 0.048 -0.080
H 1.082 2.024 4.265 0.040 -0.016 -0.035 0.337
H -0.859 6.301 1.103 -0.007 -0.022 0.032 0.298
H -0.010 5.450 2.411 -0.035 0.008 -0.013 0.084
H -1.674 6.024 2.653 0.022 -0.012 -0.032 0.524
H -2.605 5.040 -0.276 -0.014 0.002 0.047 0.294
H -3.525 5.028 1.242 0.001 -0.034 -0.021 0.405
H -3.250 3.514 0.361 0.044 0.049 -0.008 0.271
H -0.808 3.115 3.107 -0.057 0.026 -0.020 -0.009
H -2.103 2.325 2.179 0.005 0.040 0.026 0.122
H -2.480 3.685 3.247 0.001 -0.016 0.001 0.618
H 0.627 3.607 -3.068 -0.003 0.050 0.024 0.289
H 0.938 5.356 -3.077 -0.006 -0.020 0.012 0.493
H -0.144 4.648 -1.855 0.042 0.011 -0.021 0.052
H 3.028 3.074 -2.937 0.009 0.041 0.017 0.234
H 4.044 3.755 -1.647 -0.037 0.012 -0.036 0.343
H 3.462 4.794 -2.966 0.004 -0.032 0.010 0.463
H 1.277 5.720 -0.046 0.068 -0.020 -0.043 0.023
H 2.461 6.350 -1.207 -0.014 -0.004 0.007 0.561
H 2.984 5.274 0.104 -0.023 0.022 -0.042 0.202
C -3.408 -6.174 1.594 0.002 0.064 -0.004 -1.162
C -4.388 -5.041 1.287 0.053 -0.018 0.029 -0.375
C -3.694 -3.688 1.127 0.019 -0.027 0.023 -0.558
S -3.101 -3.373 -0.555 0.245 -0.261 -0.281 1.032
O -2.638 -4.689 -1.126 -0.186 0.302 0.208 -0.781
C -4.744 -3.003 -1.309 0.058 -0.020 -0.017 -1.005
C -4.961 -3.812 -2.582 0.059 0.054 -0.048 -0.576
C -4.200 -3.261 -3.786 -0.007 0.021 0.079 -0.842
H -3.925 -7.134 1.650 0.007 0.042 0.011 0.428
H -2.913 -6.001 2.555 -0.017 -0.004 -0.057 0.262
H -2.646 -6.236 0.818 -0.021 0.005 0.010 0.225
H -5.115 -4.959 2.098 -0.037 -0.007 -0.001 0.436
H -4.953 -5.283 0.382 0.009 0.018 0.002 0.161
H -2.810 -3.617 1.763 -0.005 0.012 0.026 -0.311
H -4.342 -2.838 1.362 0.054 -0.046 0.013 0.574
H -4.728 -1.927 -1.506 -0.030 -0.053 0.039 0.422
H -5.514 -3.207 -0.565 -0.007 -0.032 -0.062 0.467
H -6.033 -3.829 -2.791 -0.005 -0.010 -0.025 0.476
H -4.646 -4.840 -2.397 -0.024 -0.020 0.025 0.261
H -4.577 -2.273 -4.064 0.000 -0.047 0.022 0.223
H -4.306 -3.916 -4.652 -0.017 0.010 0.020 0.393
H -3.133 -3.170 -3.568 -0.026 -0.014 0.001 0.135
```
Positions in Å, forces in eV/Å.

Computed properties:
Lowest unoccupied orbital energy (spin up / spin down) ... -0.580 / -1.232 eV
Energy ... -4017.4028 Ha
Energy above the lowest of the compared OMol25 structures with the same formula, charge and spin ... 0.8305 eV
Largest force on an atom ... 0.018 hartree/bohr
Kohn-Sham gap (spin up / spin down) ... 6.25 / 6.94 eV
2S+1 ... 3

---

- Among the records above, which one has the lowest energy?
  C36H63ClMoN4O5S3Si

---

- Number 2 is which compound?
  C36H63ClMoN4O5S3Si

---

- energy of number 1 (C17H24F2NO7)?
  -1443.1147 Ha

---

- The lowest 2S+1 belongs to which entry?
  C17H24F2NO7